DFT (the ωB97M-V functional and the def2-TZVPD basis) results for a molecular structure, C4H11N3 at a distorted geometry.

Element x y z (Å)
C -0.4732 1.2241 0.8332
C -0.9528 -0.3432 0.8947
C 1.0906 -1.0814 0.0028
C 0.6400 1.2047 -0.1292
N 1.5647 0.3022 -0.1558
N -0.4618 0.0816 -1.3246
N -0.3646 -0.9671 -0.3083
H -1.1867 2.0631 0.6855
H 0.1066 1.5956 1.6866
H -0.5386 -0.8953 1.8677
H -1.9500 -0.4008 0.8593
H 1.6147 -1.7465 -0.7510
H 1.4267 -1.4783 0.9958
H 0.9047 2.1890 -0.4766
H 2.4853 0.4401 -0.7067
H -1.3990 0.4209 -1.4795
H -0.2369 -0.2071 -2.2336
H -0.8049 -1.9025 -0.6263

Forces on the atoms, in the same order (eV/Å):
1.01 -1.04 1.88
3.40 1.57 3.72
2.43 -0.83 -2.14
-2.92 8.63 -0.25
5.27 -5.66 -1.29
-1.20 -2.32 -1.01
-0.20 -0.81 -0.41
0.00 -1.12 -0.54
-0.98 -0.79 1.13
-1.06 1.17 -2.27
-3.87 -0.43 -0.08
-0.72 0.62 0.62
-1.00 0.29 -0.42
0.11 -0.01 -0.52
-1.36 -0.07 1.70
-0.80 0.51 0.97
1.30 -1.26 -1.78
0.61 1.54 0.70

Output
HOMO level (spin up / spin down)	-14.830 / -20.922	eV
total charge	+2
ΔE to the lowest compared entry with this formula, charge and spin	4.484	eV
E_LUMO (spin up / spin down)	-7.832 / -13.280	eV
gap between HOMO and LUMO (spin up / spin down)	6.9973 / 7.6422	eV
2S+1	3
F_max	9.12	eV/Å